Entry 1:
This record from OMol25 describes a molecular structure, C2H4NPS. The level of theory is wB97M-V/def2-TZVPD.

Computed properties:
total energy: -23746.9361 eV
LUMO (alpha / beta): -2.9 / -2.9 eV
HOMO-LUMO gap (alpha / beta): 5.0 / 5.0 eV
energy relative to the best compared isomer or geometry (same formula, charge and spin): 5.701 eV
HOMO (alpha / beta): -0.289 / -0.289 Ha
strongest force on any atom: 7.17 eV/Å

Geometry as XYZ:
```
9
C2H4NPS, DFT wB97M-V/def2-TZVPD
C -0.48610 0.55576 -0.36536
C -1.44844 -0.22180 0.29904
N 1.29642 0.17661 0.41652
P 2.23424 -0.08213 -0.81736
S 4.02225 -0.62692 -0.03291
H -0.44043 1.46669 -0.90204
H -0.97109 -0.55084 1.27077
H -1.77778 -1.05534 -0.20540
H -2.42905 0.33797 0.33673
```

Results of the Mulliken charge analysis, in e, for atoms 1 through 8:
1. C 0.04
2. C -0.89
3. N -0.29
4. P 0.11
5. S -0.39
6. H 0.44
7. H 0.34
8. H 0.34

Entry 2:
This record from OMol25 describes a gas-phase ion, C2H4NS (charge +1). The level of theory is wB97M-V/def2-TZVPD.

Computed properties:
total energy: -14453.4647 eV
LUMO: -4.3 eV
HOMO-LUMO gap: 9.4 eV
energy relative to the best compared isomer or geometry (same formula, charge and spin): 1.872 eV
SMILES string: [NH3+]C#CS
HOMO: -0.503 Ha
net charge: +1
strongest force on any atom: 8.56 eV/Å

Geometry as XYZ:
```
8
C2H4NS, DFT wB97M-V/def2-TZVPD
N -0.37060 0.07236 -0.87007
C 0.24215 -0.43152 0.30936
C 0.92405 -0.66491 1.38753
S 1.61452 -1.16590 2.81574
H -0.44071 1.08471 -0.91555
H -1.24604 -0.35021 -1.05535
H -0.00092 -0.37885 -1.70109
H 0.61084 -0.57064 3.37704
```

Atom-resolved charges from Mulliken, all expressed in e:
1. N -0.24
2. C 0.21
3. C -0.11
4. S -0.13
5. H 0.37
6. H 0.36
7. H 0.37
8. H 0.17

Entry 3:
This record from OMol25 describes a molecular structure, C2H4NS. The level of theory is wB97M-V/def2-TZVPD.

Computed properties:
total energy: -14453.2367 eV
LUMO: -3.8 eV
HOMO-LUMO gap: 10.9 eV
energy relative to the best compared isomer or geometry (same formula, charge and spin): 2.100 eV
HOMO: -0.540 Ha
net charge: +1
strongest force on any atom: 4.91 eV/Å

Geometry as XYZ:
```
8
C2H4NS, DFT wB97M-V/def2-TZVPD
C 0.27559 0.72248 -0.45948
C -0.40456 -0.50218 -0.58165
N 0.32651 -0.28630 0.66609
S -1.48034 0.82353 -0.24790
H 0.93652 1.49790 -0.67933
H -0.72994 -1.60505 -1.02784
H 1.24360 -0.64825 0.73827
H -0.16737 -0.00212 1.59183
```

Atom-resolved charges from Mulliken, all expressed in e:
1. C -0.20
2. C -0.04
3. N -0.21
4. S -0.07
5. H 0.51
6. H 0.42
7. H 0.29
8. H 0.30